Below is C51H44Cl2KN6O8PS2 as an isolated structure, with properties calculated with the ωB97M-V functional and the def2-TZVPD basis.

```
115
Properties=species:S:1:pos:R:3:forces:R:3:mulliken_charge:R:1
K -1.191956 -0.152983 1.579826 0.19 1.08 0.71 2.047
O -4.857547 1.912903 1.444972 -0.09 -0.05 -0.11 -0.810
S -4.004271 1.112761 0.599430 0.20 -0.27 -0.39 1.479
O -2.901707 1.837156 -0.039774 -0.12 0.12 0.14 -0.634
O -3.567522 -0.169240 1.151466 -0.91 0.14 0.04 -0.849
C -5.015800 0.552749 -0.777277 -0.13 0.22 0.09 -0.454
C -6.370764 0.858340 -0.777545 -0.03 -0.04 -0.13 -0.555
C -7.188549 0.406974 -1.804542 -0.03 0.12 0.19 -0.561
C -6.649633 -0.348191 -2.832757 0.08 -0.07 -0.09 -0.699
C -5.296962 -0.650154 -2.824455 -0.03 -0.05 -0.10 -0.355
C -4.463325 -0.211140 -1.801496 0.14 0.04 0.01 -0.029
P -2.653626 -0.657196 -1.837512 -0.08 -0.09 0.07 1.246
C -2.303540 0.085628 -3.480562 -0.08 0.07 0.04 0.797
C -2.505925 1.472188 -3.464424 -0.01 0.09 0.00 -1.099
C -2.219722 2.253207 -4.567065 0.00 0.03 -0.04 -0.421
C -1.706733 1.673005 -5.721750 0.02 -0.01 -0.02 -0.562
C -1.487960 0.306730 -5.747031 0.01 0.03 -0.03 -0.812
C -1.780799 -0.478372 -4.636844 0.07 -0.17 -0.08 -0.055
C -2.904059 -2.471774 -1.966057 0.05 0.06 0.02 1.014
C -3.465539 -2.987202 -0.792868 0.00 -0.06 0.10 -1.118
C -3.629089 -4.348323 -0.615493 -0.03 -0.03 0.01 -0.528
C -3.235353 -5.235212 -1.609775 0.02 -0.01 -0.02 -0.619
C -2.683236 -4.737523 -2.777913 0.00 -0.07 0.03 -0.746
C -2.513138 -3.369249 -2.951039 0.03 0.00 -0.21 -0.181
H -6.756122 1.448133 0.041887 -0.03 0.03 0.03 0.579
H -8.246118 0.643940 -1.798481 -0.01 0.01 0.00 0.346
H -7.278247 -0.705681 -3.639634 0.00 -0.01 -0.01 0.379
H -4.873607 -1.241988 -3.628824 -0.01 -0.02 -0.01 0.312
H -2.877620 1.941406 -2.558429 -0.01 -0.01 0.04 0.276
H -2.392985 3.321225 -4.518892 0.02 0.02 -0.02 0.414
H -1.468643 2.283135 -6.584693 -0.01 0.00 -0.01 0.345
H -1.076722 -0.164082 -6.632228 0.00 0.01 -0.01 0.407
H -1.570757 -1.536641 -4.698048 0.01 0.15 0.03 0.186
H -3.755464 -2.307475 0.002860 0.01 0.05 0.02 0.395
H -4.048696 -4.711835 0.314223 0.01 -0.03 0.01 0.472
H -3.338923 -6.303168 -1.463012 -0.02 -0.01 -0.01 0.343
H -2.360112 -5.414856 -3.559894 0.00 -0.02 0.00 0.383
H -2.067101 -3.028368 -3.875784 -0.04 -0.05 0.15 0.072
O -0.626294 0.929265 6.044635 0.01 -0.05 -0.01 -0.846
C -1.204294 0.403037 5.062491 -0.02 0.08 0.12 0.154
O -1.852290 0.932704 4.148360 0.04 -0.14 0.01 -0.569
C -1.088684 -1.142967 5.019380 0.06 0.05 0.10 0.402
C -0.782877 -1.836610 6.227312 0.00 0.12 0.01 -0.712
C -0.700862 -3.190761 6.226857 -0.01 -0.05 -0.06 -0.917
C -0.920776 -3.895814 5.015133 0.02 0.01 0.10 1.061
C -0.867357 -5.304086 4.905904 0.01 0.02 0.10 -0.695
C -1.114881 -5.920934 3.713620 -0.02 -0.02 -0.11 -0.704
C -1.427371 -5.150952 2.570099 0.02 0.06 0.07 -0.247
C -1.466894 -3.787886 2.648712 0.04 -0.16 -0.05 0.161
C -1.209767 -3.126429 3.873553 -0.09 -0.05 -0.22 -0.615
N -1.278921 -1.767165 3.889299 -0.12 -0.07 0.04 0.315
H -0.622063 -1.229417 7.106776 0.03 -0.02 0.01 0.473
H -0.474558 -3.745465 7.132566 0.01 -0.01 0.00 0.352
H -0.623004 -5.884493 5.789608 0.00 -0.02 0.01 0.317
H -1.063212 -7.000930 3.639370 -0.01 -0.01 -0.01 0.347
H -1.611483 -5.637289 1.619997 0.00 -0.03 -0.02 0.454
H -1.669072 -3.189764 1.770805 0.02 0.06 -0.01 0.307
Cl 0.604431 -1.739417 -2.380483 -0.07 -0.04 -0.13 0.092
C 1.198910 -3.403617 -2.393399 0.03 -0.05 0.03 -0.674
Cl 0.667954 -4.348223 -0.996062 0.00 0.04 -0.05 -0.087
H 2.285416 -3.363770 -2.393625 -0.05 -0.01 0.09 0.273
H 0.817222 -3.891486 -3.284427 0.02 0.04 0.00 0.463
C 3.463958 1.922028 0.819055 0.04 0.01 -0.03 -0.871
C 2.539093 2.273854 -0.291755 0.15 -0.07 0.22 0.197
N 1.331805 1.799617 -0.439165 -0.21 -0.14 -0.09 0.414
C 0.816302 2.394494 -1.562405 0.06 0.12 -0.15 -0.074
C 1.733921 3.241998 -2.107732 0.02 0.02 -0.01 -1.250
N 2.842260 3.154151 -1.285626 -0.13 0.03 -0.07 0.286
H 3.021593 1.113072 1.400033 -0.02 -0.02 0.02 -0.208
H 4.434596 1.593143 0.439941 0.02 0.00 0.00 0.537
H 3.613007 2.778194 1.477856 0.02 0.07 0.04 0.195
H -0.181911 2.179325 -1.908049 -0.03 -0.01 0.01 0.262
H 1.707404 3.875495 -2.976619 0.02 0.02 -0.02 0.444
H 3.707212 3.655163 -1.381990 0.01 0.03 -0.01 0.163
C 6.218580 -2.456370 -2.342461 0.09 -0.02 -0.06 -1.528
C 5.103654 -2.336550 -1.341334 -0.12 0.05 0.05 1.213
C 4.931496 -3.276539 -0.333612 0.09 -0.08 -0.02 -0.771
C 3.895493 -3.165512 0.586352 -0.05 -0.04 0.04 -0.604
C 3.013817 -2.102858 0.510045 0.01 0.09 -0.07 -1.038
C 3.171680 -1.153903 -0.492209 -0.01 0.04 0.00 -1.011
C 4.204687 -1.271039 -1.405646 0.05 -0.01 -0.03 -0.674
S 1.667964 -1.918353 1.677751 0.02 -0.04 0.22 1.876
O 1.613003 -3.193857 2.370075 0.06 0.10 -0.05 -0.808
O 2.046433 -0.779623 2.506539 0.12 -0.10 -0.07 -0.793
O 0.501542 -1.626238 0.846025 0.81 -0.84 -0.28 -0.577
H 6.806599 -3.359092 -2.173595 0.00 -0.02 0.01 0.362
H 6.896729 -1.602283 -2.286041 0.01 0.02 0.01 0.306
H 5.834365 -2.494909 -3.364074 -0.01 0.01 -0.01 0.312
H 5.615756 -4.117107 -0.268166 0.00 0.00 -0.01 0.261
H 3.749010 -3.906696 1.360494 -0.02 -0.01 0.02 0.539
H 2.463128 -0.338831 -0.557235 -0.02 -0.02 0.01 1.099
H 4.308764 -0.527756 -2.190561 0.00 0.01 -0.01 0.370
C 1.975162 3.350239 3.869016 -0.04 -0.04 0.01 -1.372
C 1.220784 2.214118 3.579822 0.09 0.03 0.19 -0.027
N 0.299679 2.189733 2.628561 0.05 -0.09 -0.22 0.599
C 0.099645 3.295150 1.934338 -0.11 0.12 0.00 -1.010
C 0.841344 4.469912 2.094472 0.04 -0.08 -0.07 0.605
C 1.800414 4.489829 3.107525 -0.09 -0.07 -0.08 0.109
C 0.502054 5.564045 1.179842 0.14 0.27 -0.21 -0.516
C 1.240405 6.360161 0.379306 -0.03 -0.19 0.28 -0.993
C 2.676926 6.328293 0.108520 -0.10 -0.02 -0.05 0.957
C 3.140427 6.850470 -1.111650 0.06 -0.11 0.17 -0.630
C 4.480193 6.717229 -1.393831 -0.09 0.03 -0.02 -0.242
N 5.339621 6.131802 -0.554182 0.12 0.03 -0.10 -0.659
C 4.810281 5.707865 0.586080 0.02 -0.07 0.07 -0.225
N 3.543792 5.776970 0.967247 -0.16 0.05 -0.04 -0.216
H 2.689846 3.323467 4.680747 0.01 0.02 0.01 0.368
H 1.352885 1.297371 4.139329 0.01 -0.01 0.02 0.463
H -0.684821 3.248079 1.183262 -0.02 0.01 -0.03 0.369
H 2.375010 5.382940 3.296791 0.07 0.05 -0.02 0.414
H -0.570847 5.694513 1.062834 -0.02 -0.02 -0.04 0.406
H 0.694804 7.028959 -0.278059 -0.03 -0.01 0.02 0.236
H 2.461166 7.313704 -1.812865 -0.03 -0.01 -0.02 0.381
H 4.886354 7.082886 -2.332002 0.04 -0.01 0.02 0.379
H 5.491522 5.242874 1.291957 0.02 0.00 -0.01 0.471
```
Positions in Å, forces in eV/Å.

Values from the calculation:
HOMO level = -2.92 eV
Relative energy (zero: lowest compared OMol25 entry of this formula, charge and spin) = 0.0000 eV
Frontier orbital gap = 6.306 eV
Calculated total energy = -5558.57818 Eh
Maximum force = 1.3 eV/A
Charge = -2